A gas-phase ion, CHN4OS (charge +1). Source: OMol25; level of theory: wB97M-V/def2-TZVPD.

The SMILES is O=[N+]1N=NNC1=S. As for the molar mass: 117.1 g mol⁻¹. Its energy relative to the best compared isomer or geometry (same formula, charge and spin) is 28.8 kcal per mole. The gap between HOMO and LUMO (spin up / spin down) is 0.244 / 0.243 Eh.

The geometry in ORCA input format:
```
! wB97M-V def2-TZVPD RIJCOSX def2/J DEFGRID3
* xyz 1 1
C 0.3375 0.7648 0.1314
N -0.5445 -1.4315 0.2177
N -0.6150 -1.0112 -0.9436
N -0.0699 -0.6638 1.0778
N -0.1446 0.2607 -1.0677
O -0.1460 0.8591 -2.1104
S 1.1219 2.0556 0.6282
H 0.0606 -0.8336 2.0667
*
```

natural (NBO) population analysis, charges in e, atoms 1 to 4:
1 C -0.0533
2 N 0.1712
3 N -0.0877
4 N -0.2893